[1]
# C9H20ClGdSiSn

A structure of composition C9H20ClGdSiSn at a distorted geometry (wB97M-V/def2-TZVPD, OMol25).

XYZ file:
```
33
C9H20ClGdSiSn (wB97M-V/def2-TZVPD)
Gd -1.1233 -0.8668 -2.0256
Sn -1.5335 0.3737 1.3982
Cl -3.1807 -0.4487 -0.5313
Si 1.7696 2.4463 2.9052
C 0.5216 0.2340 -0.7823
C 2.1042 4.2163 2.3378
C -0.8531 -3.1802 -2.4284
C -0.9027 -1.7041 1.8172
C 1.2215 1.4437 1.4687
C 0.2515 2.3468 4.0172
C -1.3767 0.0059 -4.1699
C 3.2989 1.7820 3.7513
C 0.9292 0.7964 0.4311
H -0.5705 -3.0695 -3.4830
H 0.3834 0.9698 -1.6129
H -0.9487 -0.7814 -4.8173
H -2.4457 0.0572 -4.4785
H 2.5494 4.8270 3.1452
H -0.2370 -1.6809 2.7000
H 3.0947 0.8150 4.2287
H -0.4146 -2.2421 0.9959
H -0.6287 2.7242 3.4872
H 4.0989 1.6251 3.0172
H -0.1285 -3.8169 -1.9181
H -1.8471 -3.6830 -2.4234
H -1.8599 -2.1801 2.0904
H 3.7087 2.4428 4.5336
H -0.9401 0.9588 -4.4651
H 1.0680 -0.6999 -1.0533
H 0.0718 1.3015 4.2887
H 0.4001 2.9337 4.9290
H 2.8108 4.2157 1.4913
H 1.1770 4.7165 2.0096
```

Results
Spin multiplicity ... 8
Frontier orbital gap (alpha / beta) ... 7.81 / 7.28 eV

Results of the Mulliken charge analysis, in e, for atoms 1 through 8: Gd 1.12; Sn 0.60; Cl -0.49; Si 0.07; C -1.42; C -0.97; C -1.21; C -1.19

---

[2]
# C36H88Br4O16

A cluster of 10 separate species, C36H88Br4O16 in total at a distorted geometry (wB97M-V/def2-TZVPD, OMol25).

XYZ file:
```
144
C36H88Br4O16 (wB97M-V/def2-TZVPD)
Br 3.6406 -16.0157 21.9135
Br 1.7107 -9.4145 24.0114
Br 3.9863 -13.3826 24.7690
Br 4.4356 -14.3506 18.7557
O -0.5915 -14.9124 21.4619
O 0.6817 -12.1812 21.0879
O 7.6923 -16.6763 25.5415
O -2.0153 -5.0262 25.4129
O -1.6969 -8.3866 25.2720
O 2.6332 -11.3362 28.9752
O 5.5309 -16.5993 27.3875
O 4.5865 -4.3565 20.8481
O 6.6321 -9.7870 23.3470
O 5.9690 -10.9892 27.2376
O 3.2391 -5.2553 23.4447
O 4.3804 -8.6950 26.7101
O -1.2876 -12.8905 25.7887
O 6.5679 -12.3922 22.6184
O 0.4421 -15.1888 25.6387
O -0.0714 -10.1179 28.3205
C 6.4839 -10.1583 21.9836
C 3.8622 -3.1888 21.2504
C 6.3459 -16.7964 25.1923
C -0.9371 -7.2336 25.1699
C 3.9204 -5.9971 22.5310
C 5.9682 -8.5949 23.7066
C 6.9482 -11.8244 26.7614
C -0.6984 -12.4776 21.0781
C 6.3934 -9.6866 27.5074
C 0.6757 -14.0233 26.4494
C 3.7308 -7.4854 26.7208
C 1.0277 -11.1020 20.2448
C 3.2865 -14.1443 21.4096
C -1.3720 -6.0522 26.1361
C 8.5330 -17.7219 25.1101
C 5.2027 -8.7784 27.8569
C -2.9671 -8.2530 24.6386
C 2.6341 -11.1075 23.7098
C 7.1483 -11.4950 21.7603
C 7.1282 -13.6408 22.3762
C -0.9849 -13.6810 21.9493
C 0.3954 -16.3501 26.4457
C 3.8110 -5.5174 21.1163
C -2.7214 -4.1638 26.2441
C 3.3057 -11.5255 24.9612
C -0.6804 -15.9439 22.4190
C 1.3863 -11.8393 29.4159
C -2.0659 -11.8008 25.3162
C 0.3893 -10.6906 29.5856
C 1.8704 -5.4792 23.5421
C 3.6389 -12.3259 29.0711
C 0.8586 -9.1431 27.7239
C 2.8335 -14.1250 19.9243
C 5.5242 -16.0442 26.1091
C 0.1076 -12.8022 25.7736
C 4.6316 -16.0192 28.2340
H -2.0323 -6.4971 26.8549
H 0.6149 -10.1808 20.5897
H 6.2583 -8.3558 24.6993
H 0.2195 -16.0458 22.9929
H 5.9255 -17.8602 25.1843
H -3.5172 -4.7522 26.6850
H 7.0473 -9.4469 21.3474
H 8.6387 -17.5074 24.0210
H 0.4900 -11.9289 26.2649
H 2.6098 -11.5869 25.8108
H -0.4772 -5.6521 26.6277
H 1.8306 -11.7728 23.3230
H -3.0833 -3.3290 25.6485
H 1.3825 -16.5979 26.7944
H 6.2130 -16.3741 24.1799
H 2.1648 -14.9053 19.7037
H 3.0605 -7.4553 25.8415
H 6.4811 -12.8287 26.6839
H 4.5303 -11.9970 28.5075
H 0.7825 -9.8749 30.2463
H 3.3368 -10.8347 22.9338
H -2.1338 -3.7232 27.0617
H 1.7512 -6.5474 23.6938
H 0.2691 -14.1748 27.4430
H 4.1549 -10.8891 25.2887
H -0.9385 -6.8282 24.1116
H 4.9121 -8.7819 23.7471
H 3.6163 -16.0130 27.7977
H 1.7492 -13.8702 26.5874
H 5.6470 -7.8366 28.1052
H -2.6748 -8.0816 23.5933
H -2.1103 -11.6804 24.1829
H 4.9694 -6.0304 22.7775
H 8.0162 -18.6942 25.2169
H 6.9605 -13.8733 21.3029
H 4.1785 -13.5275 21.5302
H 7.0287 -9.7603 28.3808
H -0.4449 -13.4821 22.8774
H -2.0076 -13.6497 22.2944
H 2.1138 -11.0164 20.3163
H -3.5742 -9.1490 24.7722
H 4.8096 -14.9609 28.4993
H 5.9458 -15.0530 26.0245
H -1.3456 -11.6657 21.4929
H 8.1750 -13.6913 22.6253
H 6.6007 -14.2793 23.0549
H 2.8464 -3.2365 20.8116
H 7.3882 -11.4721 25.7977
H 4.4901 -2.3882 20.8713
H 3.3189 -13.3017 28.6609
H 9.5257 -17.6746 25.5606
H 2.4790 -13.1513 19.6312
H 1.0412 -12.5835 28.7314
H 3.0991 -7.4576 27.6194
H 0.6152 -11.2442 19.2227
H 5.3772 -10.2217 21.7116
H -0.3905 -16.2462 27.2090
H 0.4188 -8.8772 26.7554
H 1.4484 -12.3497 30.4010
H 6.2781 -7.8077 23.0159
H 3.9841 -12.5043 30.0926
H -0.9762 -12.5999 20.0441
H -3.0614 -11.9381 25.6910
H -1.4585 -15.8089 23.2029
H 0.3760 -12.7950 24.7173
H 1.3550 -4.9836 24.3907
H 0.8751 -8.2861 28.4398
H -0.9413 -16.8917 21.9638
H 4.6613 -9.2808 28.6811
H 4.3767 -6.5956 26.8517
H 6.9376 -9.2729 26.6463
H 4.4661 -16.0379 25.7780
H 3.6147 -7.0372 22.5653
H 7.8278 -11.8502 27.5317
H 4.1953 -6.3238 20.5025
H 8.2049 -11.2960 21.9290
H 2.4449 -13.8814 22.0252
H -1.6203 -10.8141 25.7130
H 1.2722 -5.2365 22.6612
H 0.0385 -7.4627 25.5989
H 0.0957 -17.1714 25.7774
H 6.9722 -11.7399 20.6877
H 2.7995 -5.3101 20.8389
H 3.6339 -3.1899 22.3150
H -3.5350 -7.4634 25.1012
H 1.8703 -9.4516 27.6507
H 4.5748 -16.6800 29.1285
H -0.5471 -10.9253 30.0602
```

Results
Energy relative to the best compared isomer or geometry (same formula, charge and spin) ... 0.00 kJ/mol
Spin multiplicity ... 1
Frontier orbital gap ... 9.67 eV
SMILES ... BrCCBr.BrCCBr.COCCOC.COCCOC.COCCOC.COCCOC.COCCOC.COCCOC.COCCOC.COCCOC

Results of the Mulliken charge analysis, in e, for atoms 1 through 8: Br -0.13; Br -0.26; Br 0.17; Br -0.22; O -0.47; O 0.20; O -0.31; O -0.34

---

[3]
# C22H30CoO2Si

A structure of composition C22H30CoO2Si at a distorted geometry (wB97M-V/def2-TZVPD, OMol25).

XYZ file:
```
56
C22H30CoO2Si (wB97M-V/def2-TZVPD)
Co -0.4700 0.3646 2.1934
Si -0.1964 -0.9131 -2.0360
O 0.8428 -1.2041 1.8856
O -1.5021 -1.3311 2.6472
C 0.1992 1.9818 3.1788
C -1.5482 2.0324 1.6661
C 0.6728 -2.3674 2.7218
C 0.7535 1.9884 1.8612
C 4.0648 -1.5214 -2.3105
C -0.7999 -2.5479 3.0084
C -0.8346 1.3863 -3.6028
C 2.6559 -1.6520 -2.3701
C 3.7683 0.8674 -2.1368
C -1.2327 0.5991 -2.5123
C 4.6149 -0.2487 -2.1310
C 2.3744 0.7349 -2.2582
C 1.8088 -0.5471 -2.2310
C -2.4012 0.9582 -1.8194
C 2.2245 -0.9729 1.5298
C -2.8486 -1.2219 3.1334
C -2.7929 2.8129 -3.3078
C -1.2286 2.0348 3.0544
C -0.3265 2.0087 0.9310
C -1.6246 2.4701 -4.0037
C -1.4263 -1.6138 -0.5191
C -3.1709 2.0564 -2.1996
H 1.7438 1.6208 -2.3717
H 2.6844 -1.9039 1.1528
H -2.8374 -1.0998 4.2280
H 4.2320 1.8466 -2.0748
H -1.9271 2.0891 3.8864
H -3.2853 -0.3197 2.6895
H 4.7404 -2.3916 -2.3717
H 1.0763 -3.2442 2.2021
H -2.7626 0.3679 -0.9805
H 0.3076 -0.4767 -0.6711
H -0.2360 2.0182 -0.1477
H -1.2148 -3.3646 2.4010
H 1.8069 2.0151 1.6057
H 2.2042 -2.6399 -2.5206
H 2.2643 -0.2049 0.7396
H -1.3155 3.0740 -4.8583
H 2.7652 -0.6044 2.4220
H -0.9606 -2.7399 4.0782
H 0.7666 1.9720 4.1088
H -3.4286 -2.1109 2.8504
H 1.2141 -2.1815 3.6584
H 5.6953 -0.1369 -2.0108
H -3.3805 3.6851 -3.5953
H -0.0569 -1.6458 -3.3199
H -2.5430 2.1188 1.2358
H -2.3008 -1.9713 -1.1102
H -1.7860 -0.8509 0.2080
H 0.0769 1.1372 -4.1545
H -1.0474 -2.5130 -0.0189
H -4.0721 2.3002 -1.6336
```

Results
Net charge ... +1
Energy relative to the best compared isomer or geometry (same formula, charge and spin) ... 0.00 kJ/mol
Spin multiplicity ... 5
Frontier orbital gap (alpha / beta) ... 8.40 / 7.11 eV

Results of the natural (NBO) charge analysis, in e, for atoms 1 through 8: Co 1.36; Si 1.01; O -0.61; O -0.62; C -0.39; C -0.37; C -0.09; C -0.35

---

[4]
# C25H20IrN6S2Se

A structure of composition C25H20IrN6S2Se at a distorted geometry (wB97M-V/def2-TZVPD, OMol25).

XYZ file:
```
55
C25H20IrN6S2Se (wB97M-V/def2-TZVPD)
Ir -1.4362 -0.7236 -0.4535
Se -1.1731 1.4815 -2.0297
S -2.5198 0.6873 1.0818
S -0.1128 -5.0172 0.5845
N -3.8052 5.3070 -1.3931
N 0.1956 0.0613 0.2712
N -0.0866 -1.2149 -1.9862
N -1.0898 1.8521 2.9584
N -1.2245 -2.7165 0.3479
N 0.1746 0.8550 1.3643
C 2.0449 -2.0996 -3.4913
C 4.2922 1.3273 1.3635
C 1.2769 -0.0137 -0.4505
C -1.0262 1.1286 1.8297
C -1.6943 4.1842 -1.2612
C -0.2947 -1.9529 -3.0799
C 3.1386 1.4441 -1.1578
C 4.3224 2.1191 -0.9070
C 3.0987 0.6675 1.1248
C -2.2614 3.0204 -1.7626
C -1.7845 -2.7345 4.0258
C -1.8320 -2.2539 2.7361
C -0.6510 -4.7514 3.3316
C 0.7434 -2.4033 -3.8700
C -2.5089 5.2965 -1.0998
C 1.1690 -0.8716 -1.6378
C -4.3369 4.1868 -1.8738
C 4.9057 2.0514 0.3498
C -0.6961 -4.2634 2.0270
C 2.5238 0.7103 -0.1439
C -1.1981 -3.9715 4.3248
C -3.6138 3.0201 -2.0767
C -0.6479 -3.6825 -0.3140
C 2.2615 -1.3248 -2.3659
C -1.2732 -3.0285 1.7194
H -4.0924 2.1372 -2.4771
H -0.6434 4.2260 -1.0085
H -2.2951 -1.3067 2.5057
H -0.2131 -5.7155 3.5505
H 4.7849 2.7024 -1.6917
H -0.5129 -3.6660 -1.3834
H -0.2475 2.2735 3.3135
H 0.5336 -2.9845 -4.7561
H 2.8829 -2.4604 -4.0720
H -2.0988 6.2219 -0.7110
H 5.8387 2.5647 0.5405
H 3.2590 -1.0641 -2.0445
H 2.6701 1.5129 -2.1324
H -1.3279 -2.1667 -3.3239
H -2.2160 -2.1470 4.8248
H 4.7412 1.2832 2.3466
H -1.1818 -4.3228 5.3473
H -1.9777 2.1967 3.2778
H -5.3949 4.2219 -2.1080
H 2.6108 0.1167 1.9162
```

Results
Net charge ... +1
Energy relative to the best compared isomer or geometry (same formula, charge and spin) ... 138.45 kJ/mol
Spin multiplicity ... 1
Frontier orbital gap ... 6.48 eV

Results of the natural (NBO) charge analysis, in e, for atoms 1 through 8: Ir 0.86; Se -0.08; S -0.12; S 0.52; N -0.40; N -0.10; N -0.47; N -0.76

---

[5]
# C27H56F3FeN5O13S3

A structure of composition C27H56F3FeN5O13S3 at a distorted geometry (wB97M-V/def2-TZVPD, OMol25).

XYZ file:
```
108
C27H56F3FeN5O13S3 (wB97M-V/def2-TZVPD)
Fe 1.1675 -0.1664 3.9104
S 1.9385 1.8967 5.5275
S 0.4018 -0.0323 0.5981
S 2.9076 -2.0581 3.6466
F 1.2522 2.5488 0.7813
F 2.0310 1.4188 -0.9893
F -0.0730 2.1464 -0.9720
O 2.9838 -0.5772 3.4957
O 4.2946 -5.3764 -0.8349
O 4.4857 0.0009 0.0852
O 0.9873 2.6084 6.3258
O 3.2686 2.4335 5.7367
O 1.7635 0.4135 5.6606
O -1.0418 -0.0221 0.4212
O 3.0145 -2.6447 2.3462
O 3.9031 -2.5112 4.6519
O 1.5890 1.7102 4.1220
O 0.5822 -0.0656 2.0735
O 1.0070 -1.0690 -0.2051
O 1.5170 -1.9807 4.1367
N 3.4903 -2.5319 -0.2304
N -0.0708 -3.2258 -2.5935
N -0.9017 -0.3360 4.6177
N -2.5612 4.7055 -4.0320
N -3.5023 0.6155 -0.8916
C -2.2603 -1.3893 6.5289
C 2.6710 -3.4259 -1.0778
C -1.7872 6.3423 -5.7466
C -1.5649 0.9189 4.9116
C -1.8009 -1.0911 3.6790
C 4.8741 -2.1727 -0.7657
C -4.6044 1.3495 -0.3872
C -4.7751 4.8922 -2.8799
C -5.5285 1.4863 -1.4296
C -5.0369 0.7630 -2.4920
C -3.8556 0.1844 -2.1395
C 0.2015 -2.1277 -3.2681
C 0.9480 1.6679 -0.2057
C 0.3851 -4.2959 -3.3449
C -1.5863 2.0725 3.7563
C -1.4217 2.5916 -4.8482
C -3.7453 3.9667 -3.6016
C 4.5821 -6.7459 -0.4800
C 4.6560 1.0655 0.9778
C -1.3577 3.8503 -4.0119
C -0.8787 -1.0283 5.8686
C -2.8582 5.4058 -5.2614
C 5.5066 -1.0446 0.1328
C -1.1523 -2.3536 3.0423
C 0.9751 -3.8429 -4.5191
C 0.8871 -2.4839 -4.4198
C 2.9282 -4.9369 -0.7296
H -0.5413 4.5058 -4.3152
H 2.3186 -5.6740 -1.2523
H -0.2080 -0.5408 6.5762
H 4.0147 -7.0450 0.4013
H -0.6431 2.4052 3.3230
H 5.6897 1.3954 0.8749
H -1.0752 6.5869 -4.9583
H 6.5009 -0.7887 -0.2333
H -4.2756 3.4207 -4.3819
H 1.3681 -4.5827 -5.2008
H -1.9963 -0.5041 2.7816
H -4.2207 5.4281 -2.1095
H -2.1395 2.8932 4.2129
H -0.2220 -1.2179 -2.8691
H -1.9400 -2.7376 2.3940
H -2.7385 -1.4497 4.1039
H 2.9731 -3.2389 -2.1083
H 5.6370 -6.9124 -0.2623
H -2.7142 0.3165 -0.3351
H 1.6410 -3.1074 -0.9169
H -5.2052 5.6679 -3.5134
H -3.7087 6.0726 -5.1195
H -2.2911 1.8089 2.9678
H -1.5188 2.9369 -5.8775
H -2.8535 -2.2364 6.1844
H -1.1011 1.3297 5.8084
H -4.5988 1.8468 0.5715
H 3.4097 -2.7776 0.7460
H -2.2555 1.9256 -4.6261
H 0.1069 -5.2806 -2.9995
H -0.5282 -3.3234 -1.6983
H -5.6036 4.4326 -2.3409
H 4.1484 -7.3773 -1.2555
H -3.2398 -0.4914 -2.7144
H 2.5994 -5.0249 0.3059
H -1.9936 7.3328 -6.1521
H -3.3875 3.3579 -2.7712
H 3.1945 -1.5670 -0.2706
H -0.3105 -1.9437 5.7037
H -5.5658 0.6657 -3.4285
H 1.4491 -1.9213 -5.1506
H -0.3041 -2.1786 2.3806
H -2.9201 -0.5316 6.6598
H 4.6020 -1.8991 -1.7851
H -6.4883 1.9814 -1.4226
H -2.5875 0.7617 5.2546
H -0.5374 1.9671 -4.7211
H 5.5957 -2.9894 -0.7840
H -1.2466 5.8985 -6.5826
H 4.4912 0.8045 2.0231
H -2.0860 -1.6296 7.5777
H -1.1545 3.5285 -2.9904
H -0.9190 -3.0620 3.8372
H -3.0675 4.7593 -6.1137
H 3.9560 1.8653 0.7360
H 5.6559 -1.3813 1.1587
```

Results
Net charge ... -1
Spin multiplicity ... 6
Frontier orbital gap (alpha / beta) ... 7.64 / 7.74 eV

Results of the Mulliken charge analysis, in e, for atoms 1 through 8: Fe 0.82; S 1.49; S 1.03; S 0.81; F -0.15; F -0.17; F -0.17; O -0.56

---

[6]
# C37H38N7O3PSW

A structure of composition C37H38N7O3PSW at a distorted geometry (wB97M-V/def2-TZVPD, OMol25).

XYZ file:
```
88
C37H38N7O3PSW (wB97M-V/def2-TZVPD)
W 0.7464 -0.7482 -0.5897
S -1.9268 0.2932 1.1857
P 0.4783 1.5284 -1.4840
O 0.4639 -4.9734 -1.0857
O 0.8602 -2.9213 -0.4352
O 4.4967 1.2265 4.8503
N 1.8501 1.5258 -2.5093
N 5.1327 -0.9378 5.1445
N 2.1941 -0.4776 0.9346
N -0.7087 -0.8143 0.7894
N 2.3841 -0.6805 -1.9777
N -0.5310 -1.8174 -2.3845
N -0.4453 -3.2177 -2.2442
C 0.6768 4.8672 0.8460
C 3.8079 -0.2436 3.1945
C 3.2601 -1.7342 -2.0798
C -5.8440 -1.8761 0.4053
C 0.3078 -3.7154 -1.2388
C -1.7722 0.9145 5.6588
C 4.5397 0.0708 4.4943
C 0.6713 3.5399 0.4476
C -3.4491 -0.6276 0.9167
C -0.7676 0.9707 -3.9554
C -1.3876 1.6814 3.4167
C 0.1987 5.5556 -1.4173
C -4.6642 -2.4184 -0.0881
C -1.8793 0.8807 -4.7829
C 4.6463 -0.5451 -3.6064
C 2.9020 0.6524 1.1680
C -3.1440 1.1851 -4.2930
C 0.1849 4.2346 -1.8294
C -3.4521 -1.7889 0.1550
C -5.8191 -0.7115 1.1615
C -2.2044 1.6585 -2.1312
C -2.2323 -0.3088 5.1760
C -2.2886 -0.5506 3.8144
C -0.9288 1.3661 -2.6256
C 2.6808 0.4522 -2.6734
C -3.3062 1.5749 -2.9677
C -0.1200 -5.9663 -1.9757
C 4.3727 -1.7056 -2.8616
C 0.4404 5.8712 -0.0837
C 0.4350 3.2286 -0.8922
C 3.6976 0.8010 2.2755
C 2.3347 -1.5074 1.8012
C -1.8580 0.4539 2.9530
C -4.6158 -0.0740 1.4248
C -1.3471 1.9063 4.7825
C 3.1198 -1.4283 2.9300
C 3.7980 0.5315 -3.5098
H 4.2172 1.7317 2.4622
H 2.1148 2.3804 -2.9813
H 0.8541 2.7476 1.1668
H -0.0317 3.9942 -2.8648
H 3.0220 -2.6083 -1.4891
H -0.9997 2.8576 5.1619
H 3.1649 -2.2791 3.5960
H 1.8036 -2.4210 1.5735
H -2.5655 -1.0714 5.8670
H -0.1975 -1.5526 -3.3105
H -1.5124 -1.5371 -2.3477
H -2.6830 -1.4909 3.4468
H -6.7853 -2.3703 0.2055
H -4.2871 1.8416 -2.5963
H 5.2456 -1.8650 4.7749
H -6.7384 -0.2981 1.5540
H -4.5948 0.8284 2.0245
H -2.3200 2.0029 -1.1094
H 0.4367 6.9061 0.2316
H -0.7441 -1.5902 1.4549
H 3.9875 1.4427 -4.0622
H 0.2741 -5.8563 -2.9858
H -1.7593 0.5960 -5.8204
H 0.1887 -6.9245 -1.5740
H -4.0028 1.1413 -4.9497
H 0.0126 6.3425 -2.1362
H -4.6926 -3.3404 -0.6538
H -1.0855 2.4529 2.7174
H 2.7989 1.4546 0.4478
H -2.5238 -2.2095 -0.2100
H 0.8724 5.1233 1.8790
H -0.8891 -3.8099 -2.9325
H -1.7600 1.0990 6.7248
H 5.6246 -0.7211 5.9999
H 5.0336 -2.5597 -2.9003
H 0.2200 0.7844 -4.3638
H 5.5206 -0.4988 -4.2431
H -1.2081 -5.9046 -1.9619
```

Results
Net charge ... +4
Energy relative to the best compared isomer or geometry (same formula, charge and spin) ... 39.20 kJ/mol
Spin multiplicity ... 3
Frontier orbital gap (alpha / beta) ... 5.96 / 6.29 eV

Results of the Mulliken charge analysis, in e, for atoms 1 through 8: W 1.81; S 0.90; P 0.42; O -0.34; O -0.86; O -0.54; N 0.52; N -0.33

---

Summary of E in eV
-56720.6897; -351677.9833; -72888.6404; -125040.7415; -138019.8239; -77473.0668
(order as listed above)